ORCA calculation (ωB97M-V/def2-TZVPD) on a molecular structure, C32H27NO6P2V.

Geometry as XYZ:
```
69
Properties=species:S:1:pos:R:3:lowdin_spin:R:1
V -0.84331 1.62356 0.65387 0.979
O -3.49177 4.43996 -0.69979 0.008
C -2.87192 3.49283 -0.12545 0.006
O -1.79552 2.97196 -0.50727 -0.002
C -3.44591 2.92240 1.13301 0.003
C -4.56244 3.27639 1.85067 0.000
C -4.79614 2.58596 3.04596 0.011
C -3.91396 1.59346 3.48568 -0.002
C -2.82212 1.30673 2.69563 0.007
N -2.61605 1.96289 1.55002 -0.011
C -1.61118 0.39438 2.89920 0.003
O -1.26067 0.10413 4.30675 -0.001
O -0.55759 1.01378 2.25651 -0.016
H -3.06876 4.78662 -1.51556 0.000
H -5.21972 4.06793 1.51147 0.000
H -5.65981 2.83776 3.65019 0.000
H -4.10553 1.08301 4.42222 0.000
H -1.56627 0.68704 5.03508 0.000
O -1.10874 -0.09324 -0.06668 0.014
P -0.01488 -1.18659 0.32384 0.003
C 1.62373 -0.37055 0.24787 0.001
P 1.62919 0.97694 -1.01033 0.001
O 0.53483 2.00702 -0.41394 0.000
C 3.18277 1.74365 -1.08333 -0.001
C 3.71411 2.31311 0.08926 0.000
C 4.95258 2.91564 0.04242 0.000
C 5.64994 2.96913 -1.16519 -0.001
C 5.12235 2.40885 -2.32186 0.000
C 3.87966 1.79830 -2.29590 -0.001
C 1.07359 0.31169 -2.53268 0.001
C 1.80462 -0.74535 -3.09227 0.000
C 1.43116 -1.24132 -4.32808 0.000
C 0.34808 -0.68382 -5.00190 0.000
C -0.37801 0.36187 -4.44147 0.000
C -0.01727 0.86936 -3.20448 0.000
C -0.40222 -1.64747 2.03424 0.000
C -1.71571 -1.13834 2.62138 0.000
C -1.83767 -1.39483 4.12655 0.000
C -0.99472 -2.40552 4.77119 0.000
C 0.07030 -2.87097 4.11852 0.000
C 0.41639 -2.40704 2.76381 0.000
C -0.07368 -2.53661 -0.78279 -0.001
C -1.04923 -2.56550 -1.78326 0.000
C -1.10646 -3.66023 -2.62916 0.000
C -0.20839 -4.70761 -2.47260 0.000
C 0.76542 -4.67252 -1.47500 0.000
C 0.84098 -3.58697 -0.62391 0.000
H 2.37751 -1.11256 -0.02756 0.000
H 1.89803 0.06288 1.21366 0.000
H 3.16920 2.28952 1.02697 0.000
H 5.38427 3.34041 0.93786 0.000
H 6.60839 3.46926 -1.20458 0.000
H 5.67389 2.45875 -3.25078 0.000
H 3.45951 1.38796 -3.20387 0.000
H 2.66410 -1.16868 -2.58246 0.000
H 1.99436 -2.04929 -4.77592 0.000
H 0.07966 -1.05642 -5.98188 0.000
H -1.21049 0.79123 -4.98229 0.000
H -0.56300 1.70196 -2.77935 0.000
H -2.58030 -1.42590 2.02554 0.000
H -2.85681 -1.36834 4.50427 0.000
H -1.27968 -2.77104 5.74926 0.000
H 0.69477 -3.63371 4.56792 0.000
H 1.36380 -2.74959 2.36054 0.000
H -1.74632 -1.74583 -1.90281 0.000
H -1.85756 -3.70111 -3.40669 0.000
H -0.26518 -5.56457 -3.13155 0.000
H 1.45819 -5.49540 -1.36164 0.000
H 1.60962 -3.57136 0.14294 0.000
```

As for the multiplicity: 2. The calculation puts the frontier orbital gap (spin up / spin down) at 5.28 / 5.70 eV. The energy above the lowest of the compared OMol25 structures with the same formula, charge and spin comes out at 1.586 eV. The charge is +4. The HOMO energy (spin up / spin down) comes out at -0.70125 / -0.70128 hartree. As for the expectation value of S²: 0.7572.

***

ORCA calculation (ωB97M-V/def2-TZVPD) on a molecular structure, C34H38BBrMnN4O2SSi.

Geometry as XYZ:
```
83
Properties=species:S:1:pos:R:3:lowdin_spin:R:1
Mn 0.48854 -1.39925 0.35866 3.373
Br 3.04169 -2.60537 0.85362 0.043
C 3.85318 -0.89213 0.63582 -0.005
C 5.21592 -0.84551 0.68527 0.007
C 5.88060 0.38837 0.55390 -0.003
C 5.15755 1.53210 0.38603 0.004
C 3.74234 1.49719 0.33729 -0.004
C 3.00494 2.69634 0.18429 0.018
C 1.64278 2.66934 0.15879 -0.005
C 0.95912 1.43975 0.26362 0.014
C 1.61936 0.24243 0.39664 -0.098
C 3.04658 0.26138 0.45186 -0.009
H 5.78342 -1.75551 0.82808 0.001
H 6.96174 0.41575 0.59162 0.000
H 5.65453 2.49049 0.29129 0.000
H 3.54835 3.63001 0.09720 0.001
H 1.07934 3.58897 0.05104 -0.001
H -0.12537 1.45720 0.23149 0.002
C -2.95978 -3.43278 0.96576 -0.005
C -1.70948 -3.74663 0.21545 -0.037
C -1.11373 -4.95552 0.15642 -0.014
C 0.06149 -5.15627 -0.63123 -0.087
C 0.65739 -4.11956 -1.26986 0.012
C 0.12105 -2.80398 -1.14885 -0.100
N -1.13740 -2.67943 -0.48457 -0.064
N 0.51000 -1.61533 -1.62797 -0.037
Si 1.51977 -1.22634 -2.99934 -0.003
C 3.27635 -1.90429 -2.85465 0.000
C 1.54328 0.63547 -3.16235 0.000
C 0.67494 -2.00568 -4.49062 -0.002
H -3.36713 -4.33270 1.41983 0.000
H -3.72014 -3.01293 0.29914 -0.001
H -2.75155 -2.70405 1.75215 -0.002
H -1.55195 -5.78297 0.69532 0.001
H 0.48124 -6.15068 -0.70198 -0.005
H 1.56212 -4.24112 -1.85067 0.002
H 3.40079 -2.54870 -1.98296 0.000
H 4.00261 -1.09346 -2.75669 0.000
H 3.54702 -2.48254 -3.74169 0.000
H 1.97088 1.10532 -2.27483 0.000
H 0.53572 1.03331 -3.30312 0.000
H 2.14981 0.92990 -4.02337 0.000
H 0.60945 -3.09281 -4.39250 0.000
H 1.22652 -1.79216 -5.40974 0.000
H -0.34101 -1.62169 -4.60561 0.000
C -5.08072 3.99164 0.26349 0.000
C -4.14570 4.02255 -0.95333 0.000
C -2.87446 4.80806 -0.59969 0.000
C -4.85717 4.75776 -2.08915 0.000
C -3.76551 2.59039 -1.33208 0.000
C -4.08553 2.03351 -2.56884 0.001
C -3.73362 0.73162 -2.92924 0.000
C -3.04335 0.00059 -1.99638 0.000
O -2.55114 -1.28906 -2.07655 -0.003
B -1.89166 -1.47229 -0.88332 -0.009
O -2.02397 -0.40009 -0.02362 0.017
C -2.72621 0.53758 -0.75761 0.001
C -3.06979 1.81465 -0.39530 0.001
H -5.36410 5.00786 0.54646 0.000
H -4.60236 3.52649 1.12648 0.000
H -5.99057 3.43139 0.03995 0.000
H -3.13214 5.83167 -0.31920 0.000
H -2.19366 4.84739 -1.45243 0.000
H -2.33936 4.35883 0.23817 0.000
H -5.08082 5.77828 -1.77424 0.000
H -5.80245 4.27916 -2.35275 0.000
H -4.23589 4.81625 -2.98488 0.000
H -4.62445 2.62586 -3.29375 0.000
H -3.98586 0.32123 -3.89725 0.000
H -2.79939 2.19388 0.58132 0.000
C 1.37191 -1.68821 7.32020 0.000
C 1.68123 -1.30838 5.90423 0.000
C 2.87545 -0.67603 5.55937 0.004
C 3.06215 -0.40120 4.22045 0.000
N 2.16394 -0.71173 3.29109 0.005
C 1.05788 -1.31997 3.70894 0.006
S -0.20601 -1.70802 2.55422 -0.018
N 0.77642 -1.62463 4.98398 0.002
H 1.84518 -1.00893 8.02877 0.000
H 1.74368 -2.69573 7.52030 0.000
H 0.29527 -1.69291 7.47509 0.000
H 3.61362 -0.41057 6.30334 0.000
H 3.96627 0.08716 3.86578 0.000
```

As for the multiplicity: 4. The calculation puts the frontier orbital gap (spin up / spin down) at 7.69 / 6.71 eV. The energy above the lowest of the compared OMol25 structures with the same formula, charge and spin comes out at 1.820 eV. The charge is 0. The HOMO energy (spin up / spin down) comes out at -0.27794 / -0.23942 hartree. As for the expectation value of S²: 4.1462.

***

- Which formula does entry 2 have?
  C34H38BBrMnN4O2SSi